Entry 1:
16
Properties=species:S:1:pos:R:3 method="wB97M-V/def2-TZVPD" homo_lumo_gap_ev=10.41 energy_ha=-271.63988 de_lowest_kcal_mol=70.74 e_homo_ev=-9.4454 largest_force_ha_per_bohr=0.007 smiles=O[C@@H]1[C@H]2CC[C@@H]12.[H][H] e_lumo_ev=0.97
O 0.527 0.706 2.023
C 0.398 -0.136 -1.671
C -0.458 -0.683 0.235
C 0.034 -1.475 -0.979
C 0.736 -0.028 0.849
C 0.118 0.600 -0.366
H -0.242 1.620 -0.298
H -1.392 -0.815 0.773
H 1.709 -0.525 0.801
H -1.111 2.253 1.635
H -0.377 0.123 -2.402
H 0.905 -2.101 -0.750
H -0.709 -2.082 -1.498
H 1.378 -0.036 -2.152
H 0.582 0.091 2.766
H -1.604 2.597 1.197


Entry 2:
28
Properties=species:S:1:pos:R:3 method="wB97M-V/def2-TZVPD" homo_lumo_gap_ev=6.08 energy_ha=-718.10559 de_lowest_kcal_mol=89.58 e_homo_ev=-7.0921 largest_force_ha_per_bohr=0.137 e_lumo_ev=-1.01
Si -0.851 1.197 0.873
C 2.651 -1.526 -1.366
C -2.457 1.487 0.002
C -0.494 -2.410 -0.891
C 2.296 -0.132 -1.404
C -1.243 0.631 2.592
C 1.135 0.517 -0.970
C 0.621 -2.957 -1.572
C -0.004 2.808 1.080
C -0.399 -1.306 0.022
C 1.961 -2.711 -1.631
C 0.100 -0.025 -0.116
H 0.387 3.287 0.136
H 0.869 2.615 1.693
H 0.970 1.586 -1.102
H -0.382 0.342 3.322
H -1.056 -1.442 0.873
H -1.383 -3.020 -0.749
H 2.625 -3.463 -2.000
H 0.313 -3.870 -2.033
H -3.206 0.842 0.539
H -0.550 3.673 1.562
H 3.742 -1.794 -1.416
H -2.391 1.271 -1.083
H -2.642 2.505 0.134
H -1.991 -0.161 2.551
H -1.528 1.526 2.940
H 2.907 0.530 -1.983


Entry 3:
10
Properties=species:S:1:pos:R:3 method="wB97M-V/def2-TZVPD" homo_lumo_gap_ev="7.23 / 6.78" energy_ha=-831.55615 spin_multiplicity=3 e_homo_ev="-7.4747 / -10.1413" largest_force_ha_per_bohr=0.063 s2=2.032 e_lumo_ev="-0.25 / -3.36"
P -0.617 0.045 1.615
F 2.050 -2.336 3.503
F 0.017 -2.337 4.127
F 0.988 -0.422 3.810
O 0.657 -2.315 0.946
C 0.399 -1.609 1.887
C 0.843 -1.677 3.343
C -0.247 0.440 0.013
H 0.581 0.061 -0.624
H -0.785 1.295 -0.450


Please write out number 1 again, unchanged.
16
Properties=species:S:1:pos:R:3 method="wB97M-V/def2-TZVPD" homo_lumo_gap_ev=10.41 energy_ha=-271.63988 de_lowest_kcal_mol=70.74 e_homo_ev=-9.4454 largest_force_ha_per_bohr=0.007 smiles=O[C@@H]1[C@H]2CC[C@@H]12.[H][H] e_lumo_ev=0.97
O 0.527 0.706 2.023
C 0.398 -0.136 -1.671
C -0.458 -0.683 0.235
C 0.034 -1.475 -0.979
C 0.736 -0.028 0.849
C 0.118 0.600 -0.366
H -0.242 1.620 -0.298
H -1.392 -0.815 0.773
H 1.709 -0.525 0.801
H -1.111 2.253 1.635
H -0.377 0.123 -2.402
H 0.905 -2.101 -0.750
H -0.709 -2.082 -1.498
H 1.378 -0.036 -2.152
H 0.582 0.091 2.766
H -1.604 2.597 1.197